1.
{
  "formula": "C18H60B2HgNO6",
  "method": "the ωB97M-V functional and the def2-TZVPD basis",
  "symbols": ["Hg", "N", "H", "H", "H", "H", "B", "H", "H", "H", "H", "B", "H", "H", "H", "H", "C", "C", "C", "O", "H", "H", "H", "H", "H", "H", "H", "H", "C", "C", "C", "O", "H", "H", "H", "H", "H", "H", "H", "H", "C", "C", "C", "O", "H", "H", "H", "H", "H", "H", "H", "H", "C", "C", "C", "O", "H", "H", "H", "H", "H", "H", "H", "H", "C", "C", "C", "O", "H", "H", "H", "H", "H", "H", "H", "H", "C", "C", "C", "O", "H", "H", "H", "H", "H", "H", "H", "H"],
  "xyz": [[-1.00, 0.62, 1.48], [-2.81, -2.62, -0.09], [-1.93, -2.48, -0.59], [-3.49, -1.86, -0.03], [-2.72, -2.90, 0.88], [-3.22, -3.40, -0.58], [-3.40, 0.05, 1.30], [-3.89, 0.79, 1.97], [-2.89, 0.62, 0.48], [-2.63, -0.49, 1.89], [-4.09, -0.72, 0.90], [-0.10, -0.16, -0.51], [0.55, -0.64, 0.26], [0.38, -0.36, -1.49], [-1.09, -0.67, -0.45], [-0.21, 0.93, -0.36], [0.32, -2.14, 4.80], [0.74, -1.82, 3.37], [1.42, -2.83, 2.43], [-0.47, -1.51, 2.65], [1.16, -2.15, 5.50], [-0.03, -3.17, 4.88], [-0.45, -1.45, 5.14], [1.20, -0.84, 3.46], [2.09, -3.44, 3.04], [1.94, -2.38, 1.58], [0.68, -3.46, 1.94], [-1.02, -2.30, 2.66], [-0.31, 1.61, -4.68], [-1.60, 1.52, -3.82], [-2.01, 0.09, -3.52], [-1.29, 2.12, -2.59], [-0.48, 1.17, -5.66], [0.47, 1.05, -4.16], [-0.08, 2.66, -4.87], [-2.40, 2.02, -4.36], [-1.19, -0.56, -3.20], [-2.43, -0.37, -4.41], [-2.71, 0.00, -2.70], [-0.89, 1.45, -2.03], [-2.07, 4.61, 2.14], [-2.62, 3.48, 1.29], [-3.72, 3.69, 0.34], [-1.46, 2.88, 0.74], [-1.39, 5.29, 1.63], [-1.45, 4.10, 2.89], [-2.81, 5.10, 2.78], [-3.03, 2.74, 1.99], [-3.90, 2.82, -0.29], [-3.49, 4.40, -0.46], [-4.64, 4.02, 0.82], [-1.06, 3.43, 0.05], [-0.51, -4.42, -3.51], [0.12, -4.19, -2.14], [1.52, -3.78, -2.13], [-0.57, -3.15, -1.44], [-0.37, -3.55, -4.15], [-1.59, -4.58, -3.47], [-0.08, -5.26, -4.05], [-0.14, -5.14, -1.67], [1.86, -3.83, -1.10], [1.65, -2.83, -2.66], [2.23, -4.44, -2.64], [-0.07, -2.33, -1.34], [3.80, -0.92, -0.31], [3.75, 0.40, -1.14], [3.57, 0.09, -2.61], [2.59, 1.04, -0.72], [4.79, -1.34, -0.54], [2.98, -1.61, -0.53], [3.79, -0.70, 0.75], [4.68, 0.90, -0.86], [3.67, 0.95, -3.26], [2.68, -0.53, -2.77], [4.33, -0.63, -2.95], [1.82, 0.64, -1.15], [2.90, 1.91, 3.47], [1.57, 2.44, 2.87], [1.74, 3.74, 2.01], [1.13, 1.38, 2.06], [3.62, 1.51, 2.76], [2.75, 1.09, 4.18], [3.28, 2.71, 4.10], [0.90, 2.59, 3.71], [1.99, 4.67, 2.53], [0.80, 4.00, 1.51], [2.49, 3.49, 1.26], [1.86, 1.10, 1.50]],
  "e_homo_ev": -11.9,
  "total_charge": 1,
  "multiplicity": 1
}



2.
{
  "formula": "C25H40BFeN8S3",
  "method": "the ωB97M-V functional and the def2-TZVPD basis",
  "symbols": ["Fe", "C", "C", "C", "C", "N", "C", "C", "N", "B", "N", "C", "C", "N", "C", "S", "C", "C", "C", "C", "N", "C", "C", "N", "C", "S", "C", "C", "C", "C", "C", "S", "H", "H", "H", "H", "H", "H", "H", "H", "H", "H", "H", "H", "H", "H", "H", "H", "H", "H", "H", "H", "H", "H", "H", "H", "H", "H", "H", "H", "H", "H", "H", "H", "H", "H", "C", "C", "N", "C", "C", "N", "H", "H", "H", "H", "H", "H"],
  "xyz": [[-0.69, -0.71, -0.47], [1.89, -4.40, 3.65], [0.79, -3.49, 3.10], [-0.26, -3.28, 4.19], [0.20, -4.15, 1.85], [1.39, -2.17, 2.72], [2.75, -1.88, 2.77], [2.91, -0.64, 2.29], [1.67, -0.15, 1.94], [1.62, 1.26, 1.29], [0.24, 1.98, 1.42], [-0.07, 2.56, 2.63], [-1.28, 3.12, 2.52], [-1.72, 2.90, 1.22], [-0.78, 2.19, 0.56], [-0.83, 1.59, -1.07], [-3.03, 3.52, 0.79], [-2.85, 5.03, 0.85], [-4.10, 3.05, 1.78], [-3.46, 3.12, -0.62], [2.20, 1.26, -0.16], [2.81, 2.42, -0.60], [3.22, 2.21, -1.86], [2.88, 0.91, -2.20], [2.22, 0.36, -1.15], [1.52, -1.23, -1.08], [3.19, 0.41, -3.59], [2.26, 1.16, -4.55], [4.66, 0.74, -3.87], [3.01, -1.09, -3.77], [0.75, -1.10, 2.19], [-0.96, -0.97, 1.90], [1.43, -5.34, 3.95], [2.37, -3.97, 4.54], [2.65, -4.63, 2.90], [-0.62, -4.25, 4.51], [-1.10, -2.69, 3.84], [0.19, -2.78, 5.05], [-0.19, -5.13, 2.12], [0.97, -4.28, 1.09], [-0.62, -3.56, 1.44], [3.47, -2.57, 3.16], [3.80, -0.04, 2.19], [2.38, 1.94, 1.93], [0.60, 2.51, 3.47], [-1.86, 3.67, 3.24], [-2.57, 5.38, 1.84], [-3.80, 5.51, 0.58], [-2.09, 5.36, 0.14], [-3.98, 3.50, 2.76], [-4.07, 1.96, 1.89], [-5.08, 3.33, 1.40], [-2.75, 3.44, -1.38], [-4.41, 3.63, -0.80], [-3.61, 2.05, -0.72], [2.90, 3.29, 0.03], [3.73, 2.87, -2.54], [2.43, 2.24, -4.51], [1.22, 0.96, -4.30], [2.45, 0.83, -5.57], [4.86, 1.81, -3.88], [4.92, 0.35, -4.85], [5.31, 0.27, -3.13], [1.97, -1.39, -3.71], [3.58, -1.66, -3.04], [3.38, -1.33, -4.77], [-2.12, -3.03, -3.14], [-2.94, -2.28, -2.15], [-2.48, -1.56, -1.15], [-3.58, -1.05, -0.47], [-4.71, -1.48, -1.08], [-4.29, -2.26, -2.14], [-1.07, -2.81, -2.98], [-2.39, -2.76, -4.16], [-2.27, -4.11, -3.02], [-3.48, -0.42, 0.39], [-5.75, -1.32, -0.86], [-4.88, -2.74, -2.79]],
  "e_homo_ev": [-10.3, -10.4],
  "total_charge": 1,
  "multiplicity": 5
}



3.
{
  "formula": "C7H20O9V",
  "method": "the ωB97M-V functional and the def2-TZVPD basis",
  "symbols": ["O", "V", "O", "C", "O", "O", "O", "O", "H", "H", "O", "H", "H", "C", "C", "C", "O", "H", "H", "H", "H", "H", "H", "H", "H", "C", "C", "C", "O", "H", "H", "H", "H", "H", "H", "H", "H"],
  "xyz": [[0.81, 0.74, 1.63], [2.36, 0.39, 2.13], [2.51, -1.15, 2.37], [4.04, 2.52, 2.23], [4.42, 3.46, 2.91], [4.39, 1.43, 2.63], [2.87, 2.58, 1.93], [1.47, 0.81, 4.29], [2.05, 1.24, 4.92], [0.58, 1.02, 4.59], [3.46, 0.13, 0.11], [3.94, 0.95, -0.07], [3.64, -0.42, -0.66], [-2.58, -0.36, 0.91], [-3.37, -1.02, -0.19], [-4.48, -1.84, 0.54], [-3.94, -0.05, -0.93], [-3.12, 0.26, 1.63], [-1.76, 0.25, 0.54], [-2.08, -1.05, 1.59], [-2.71, -1.67, -0.77], [-4.95, -2.49, -0.19], [-5.31, -1.24, 0.92], [-4.06, -2.56, 1.25], [-4.60, -0.50, -1.46], [-0.14, -0.36, -1.61], [0.39, -0.40, -3.01], [1.16, 0.89, -3.50], [1.32, -1.40, -3.14], [-0.58, -1.31, -1.32], [-0.88, 0.45, -1.60], [0.62, -0.20, -0.84], [-0.35, -0.58, -3.78], [0.46, 1.68, -3.75], [1.67, 0.84, -4.46], [1.96, 1.17, -2.81], [0.81, -2.20, -3.02]],
  "e_homo_ev": -3.1,
  "total_charge": -1,
  "multiplicity": 1,
  "relative_energy_kcal_mol": 42.0
}



4.
{
  "formula": "C3H4N2",
  "method": "the ωB97M-V functional and the def2-TZVPD basis",
  "symbols": ["C", "C", "C", "N", "N", "H", "H", "H", "H"],
  "xyz": [[-0.04, -0.57, -0.02], [1.24, -0.53, -0.07], [2.36, 0.10, 0.05], [3.49, 0.53, 0.22], [-1.82, 0.80, 0.26], [-0.63, -1.44, -0.12], [4.39, 0.13, 0.39], [-1.50, 1.74, -0.11], [-2.28, 0.33, -0.56]],
  "e_homo_ev": [-8.1, -8.9],
  "multiplicity": 1,
  "relative_energy_kcal_mol": 138.7
}



5.
{
  "formula": "C39H46IN9Ru",
  "method": "the ωB97M-V functional and the def2-TZVPD basis",
  "symbols": ["Ru", "C", "C", "C", "C", "C", "C", "C", "H", "H", "H", "H", "H", "H", "H", "H", "C", "C", "C", "C", "C", "C", "C", "N", "C", "C", "C", "C", "C", "C", "C", "N", "C", "C", "C", "C", "H", "H", "H", "H", "H", "H", "H", "H", "H", "H", "H", "H", "H", "H", "H", "H", "H", "H", "H", "H", "H", "H", "H", "H", "C", "C", "N", "C", "C", "N", "C", "N", "N", "N", "C", "C", "C", "C", "C", "C", "H", "H", "H", "H", "H", "H", "H", "H", "H", "H", "H", "I", "C", "C", "N", "N", "C", "H", "H", "H"],
  "xyz": [[0.59, -1.54, -1.10], [4.34, -2.51, 1.46], [3.12, -2.90, 0.70], [1.89, -3.08, 1.35], [0.77, -3.54, 0.66], [0.87, -3.87, -0.71], [2.09, -3.67, -1.37], [3.19, -3.17, -0.67], [4.13, -1.72, 2.19], [5.13, -2.19, 0.80], [4.69, -3.37, 2.03], [1.82, -2.92, 2.41], [-0.13, -3.78, 1.22], [0.07, -4.43, -1.19], [2.22, -4.02, -2.38], [4.14, -3.06, -1.18], [-6.35, 0.17, 0.12], [-6.00, -0.64, -1.14], [-6.81, -1.94, -1.13], [-6.39, 0.15, -2.39], [-4.51, -0.89, -1.12], [-3.96, -2.17, -0.99], [-2.58, -2.32, -0.91], [-1.73, -1.30, -0.98], [-2.23, -0.06, -1.15], [-3.60, 0.17, -1.22], [-1.23, 1.01, -1.34], [-1.50, 2.35, -1.08], [-0.54, 3.33, -1.35], [0.67, 2.89, -1.89], [0.87, 1.54, -2.08], [-0.04, 0.62, -1.81], [-0.83, 4.80, -1.14], [-1.64, 5.25, -2.37], [-1.62, 5.05, 0.15], [0.47, 5.63, -1.08], [-7.42, 0.35, 0.14], [-5.84, 1.13, 0.14], [-6.08, -0.39, 1.02], [-7.87, -1.70, -1.14], [-6.63, -2.51, -0.22], [-6.60, -2.55, -2.00], [-7.47, 0.29, -2.40], [-6.12, -0.39, -3.30], [-5.93, 1.14, -2.42], [-4.58, -3.04, -0.94], [-2.16, -3.31, -0.79], [-3.96, 1.17, -1.36], [-2.45, 2.63, -0.65], [1.45, 3.59, -2.15], [1.82, 1.19, -2.47], [-2.61, 4.75, -2.41], [-1.10, 5.05, -3.29], [-1.81, 6.32, -2.31], [-2.59, 4.57, 0.15], [-1.78, 6.11, 0.26], [-1.05, 4.70, 1.01], [0.98, 5.65, -2.04], [1.14, 5.24, -0.32], [0.22, 6.65, -0.83], [0.06, -0.06, 2.16], [1.39, 0.24, 1.59], [1.78, -0.15, 0.38], [3.04, 0.34, 0.20], [3.41, 1.05, 1.29], [2.36, 0.98, 2.17], [2.39, 1.53, 3.52], [3.56, 1.06, 4.20], [4.66, 1.82, 4.32], [5.58, 1.18, 4.85], [5.20, -0.09, 5.13], [5.86, -1.19, 5.68], [5.14, -2.36, 5.79], [3.80, -2.45, 5.37], [3.14, -1.38, 4.81], [3.85, -0.19, 4.69], [-0.46, -0.74, 1.48], [-0.54, 0.84, 2.28], [0.13, -0.54, 3.13], [3.60, 0.14, -0.69], [4.32, 1.57, 1.53], [1.49, 1.22, 4.06], [2.45, 2.62, 3.49], [6.88, -1.12, 6.01], [5.60, -3.23, 6.22], [3.28, -3.39, 5.49], [2.11, -1.44, 4.50], [-0.94, -3.30, -7.10], [0.07, -2.35, -5.54], [0.93, -1.26, -5.64], [1.33, -0.98, -4.39], [0.80, -1.81, -3.49], [0.03, -2.65, -4.17], [1.25, -0.70, -6.50], [1.99, -0.26, -4.12], [-0.51, -3.45, -3.70]],
  "e_homo_ev": [-15.3, -15.3],
  "total_charge": 3,
  "multiplicity": 6
}



6.
{
  "formula": "C3H5NO2S",
  "method": "the ωB97M-V functional and the def2-TZVPD basis",
  "symbols": ["C", "C", "C", "N", "O", "O", "S", "H", "H", "H", "H", "H"],
  "xyz": [[0.55, 2.00, 1.30], [-0.56, -0.93, -0.27], [-0.58, 0.63, -0.52], [0.15, 1.18, 0.57], [1.29, -1.61, 1.62], [0.01, 0.83, -1.76], [-0.37, -1.45, 1.41], [-1.43, -1.47, -0.59], [0.34, -1.32, -0.81], [-1.53, 1.21, -0.56], [1.78, -0.87, 1.29], [0.35, 1.79, -1.69]],
  "e_homo_ev": -8.8,
  "multiplicity": 1,
  "relative_energy_kcal_mol": 65.8
}